# 1
Formula: C22H40F6O16
Source: OMol25
Level of theory: ωB97M-V with the def2-TZVPD basis set

Each line ends with the Mulliken charge.
Atoms and positions in Å:
1 O -1.309 0.582 0.218  -0.5196
2 C -0.006 1.006 -0.038  0.5789
3 O 0.879 0.166 0.335  -0.6456
4 O 0.182 2.041 -0.681  -0.7176
5 H -1.062 -0.167 0.788  0.2746
6 O 1.434 0.862 3.213  -0.1865
7 C 2.351 1.883 3.438  0.5262
8 O 2.949 2.425 2.484  -0.6903
9 O 2.583 2.149 4.664  -0.8343
10 H 1.419 0.734 2.231  0.2649
11 C 4.190 -0.969 2.421  -0.3535
12 O 4.672 -0.760 1.116  -0.3475
13 C 4.289 -1.815 0.258  -0.7252
14 C 3.680 -1.402 -1.052  0.0175
15 O 4.486 -0.442 -1.718  -0.2154
16 C 4.328 -0.496 -3.097  -0.2607
17 C 5.161 0.574 -3.763  -0.6225
18 O 5.150 1.791 -3.057  -0.2009
19 C 5.523 2.881 -3.878  -0.8107
20 H 4.406 -1.989 2.784  0.4051
21 H 3.090 -1.016 2.418  -0.1445
22 H 4.420 -0.176 3.126  0.3019
23 H 3.722 -2.612 0.753  0.3881
24 H 5.240 -2.353 0.088  0.3575
25 H 2.689 -0.974 -0.866  -0.0430
26 H 3.633 -2.314 -1.661  0.3342
27 H 3.265 -0.384 -3.352  0.0964
28 H 4.650 -1.426 -3.597  0.2915
29 H 4.791 0.773 -4.784  0.3620
30 H 6.187 0.258 -4.013  0.3247
31 H 4.892 2.878 -4.773  0.3405
32 H 6.582 2.789 -4.150  0.2902
33 H 5.373 3.774 -3.277  0.2211
34 C 1.104 -4.250 3.611  -0.6994
35 O 0.937 -3.352 2.555  -0.4029
36 C 0.476 -2.034 2.891  0.7667
37 C -1.032 -2.061 3.200  -0.8986
38 O -1.283 -2.375 4.568  -0.2470
39 C -1.204 -1.250 5.431  -0.4482
40 C -1.730 -1.708 6.817  -0.6662
41 O -3.143 -1.634 6.857  -0.4162
42 C -3.861 -2.450 5.977  -0.5109
43 H 0.279 -4.354 4.334  0.1758
44 H 2.004 -4.057 4.202  0.2492
45 H 1.019 -5.244 3.154  0.3309
46 H 0.688 -1.460 1.988  -0.6227
47 H 1.082 -1.641 3.711  0.3949
48 H -1.460 -2.919 2.681  0.3268
49 H -1.461 -1.097 2.911  0.4679
50 H -1.814 -0.414 5.083  0.3680
51 H -0.165 -0.922 5.535  0.4359
52 H -1.316 -0.982 7.518  0.3807
53 H -1.380 -2.706 7.088  0.3064
54 H -4.758 -2.878 6.429  0.2977
55 H -3.287 -3.338 5.687  0.1831
56 H -4.087 -1.961 5.027  0.2092
57 C -0.590 -1.278 -2.796  -1.0570
58 C -2.082 -0.914 -2.650  0.2341
59 O -2.626 -0.865 -3.982  -0.3063
60 C -3.022 -1.924 -4.651  0.3342
61 O -3.285 -2.970 -4.138  -0.5475
62 C -3.310 -1.560 -6.122  0.8861
63 F -2.427 -0.684 -6.589  -0.2368
64 F -3.162 -2.689 -6.839  -0.2614
65 F -4.531 -1.070 -6.277  -0.2430
66 H -0.076 -1.336 -1.837  0.1788
67 H -0.031 -0.630 -3.466  0.3108
68 H -0.643 -2.272 -3.256  0.4374
69 H -2.126 0.130 -2.347  -0.0965
70 H -2.650 -1.587 -2.015  0.3109
71 C -3.151 3.482 -0.955  -0.7183
72 C -4.083 3.369 -2.152  -0.3420
73 O -4.841 4.525 -2.512  -0.2989
74 C -4.305 5.524 -3.179  0.4020
75 O -3.194 5.596 -3.594  -0.5072
76 C -5.319 6.690 -3.326  0.8188
77 F -6.495 6.427 -2.788  -0.2489
78 F -4.837 7.763 -2.692  -0.2659
79 F -5.467 7.028 -4.594  -0.2569
80 H -2.308 4.118 -1.218  0.3228
81 H -2.818 2.467 -0.747  0.0896
82 H -3.709 3.908 -0.121  0.3219
83 H -4.826 2.590 -1.969  0.3549
84 H -3.535 2.981 -3.016  0.3461

Properties
LUMO level = 0.137 Ha
ΔE to the lowest compared entry with this formula, charge and spin = 2.6 kcal per mole
Charge = -2

=====

# 2
Formula: C3H3N3
Source: OMol25
Level of theory: ωB97M-V with the def2-TZVPD basis set

Each line ends with the natural charge from an NBO analysis.
Atoms and positions in Å:
1 N -0.815 -1.021 -0.096  -0.7926
2 C 0.105 0.014 0.322  -0.2316
3 C 1.469 -0.234 -0.176  0.2660
4 N 2.590 -0.466 -0.335  -0.2598
5 C -0.340 1.404 0.022  0.2478
6 N -0.763 2.444 -0.258  -0.2704
7 H -1.767 -0.870 0.221  0.3844
8 H -0.804 -1.191 -1.094  0.3818
9 H 0.326 -0.081 1.395  0.2744

Properties
LUMO level = 0.012 Ha
ΔE to the lowest compared entry with this formula, charge and spin = 23.6 kcal per mole
SMILES = N#CC(N)C#N

=====

# 3
Formula: C24H30N4OS4SeSiZr
Source: OMol25
Level of theory: ωB97M-V with the def2-TZVPD basis set

Each line ends with the natural charge from an NBO analysis.
Atoms and positions in Å:
1 Zr -0.359 1.735 -1.173  1.3946
2 S -2.558 1.004 0.231  -0.0698
3 C -1.750 -0.411 0.666  0.1224
4 N -2.272 -1.617 0.501  -0.2961
5 C -1.529 -2.782 0.943  -0.2432
6 C -0.860 -2.453 2.264  -0.2416
7 N -0.020 -1.282 2.106  -0.2887
8 C 1.312 -1.340 2.688  -0.2646
9 C 2.180 -2.163 1.760  0.0169
10 C 2.480 -3.484 2.071  -0.2414
11 C 3.226 -4.256 1.195  -0.1892
12 C 3.666 -3.715 -0.002  -0.1893
13 C 3.368 -2.397 -0.317  -0.1837
14 C 2.625 -1.620 0.555  -0.2519
15 C -0.431 -0.288 1.339  0.1205
16 S 0.452 1.150 1.215  -0.0316
17 C -3.612 -1.870 0.006  -0.2689
18 C -4.510 -2.259 1.161  0.0123
19 C -4.786 -1.330 2.157  -0.2537
20 C -5.619 -1.669 3.209  -0.1776
21 C -6.166 -2.939 3.281  -0.1864
22 C -5.877 -3.872 2.300  -0.1859
23 C -5.041 -3.539 1.247  -0.2404
24 H -0.787 -3.053 0.183  0.2384
25 H -2.228 -3.609 1.077  0.2597
26 H -0.254 -3.291 2.601  0.2569
27 H -1.632 -2.245 3.014  0.2390
28 H 1.235 -1.801 3.673  0.2379
29 H 1.701 -0.327 2.803  0.2529
30 H 2.158 -3.913 3.010  0.2185
31 H 3.456 -5.280 1.452  0.2345
32 H 4.249 -4.317 -0.682  0.2327
33 H 3.716 -1.967 -1.244  0.2207
34 H 2.414 -0.585 0.299  0.2217
35 H -3.558 -2.686 -0.717  0.2331
36 H -3.991 -0.975 -0.490  0.2545
37 H -4.363 -0.338 2.107  0.2113
38 H -5.840 -0.938 3.969  0.2285
39 H -6.823 -3.195 4.095  0.2351
40 H -6.300 -4.862 2.350  0.2342
41 H -4.822 -4.273 0.484  0.2189
42 O -0.440 -0.150 -1.944  -0.9729
43 S -0.996 0.367 -3.312  1.4624
44 N -1.398 1.760 -3.054  -0.9213
45 C 5.178 3.726 -1.795  -1.1581
46 Si 4.138 3.386 -3.344  1.7946
47 C 3.298 4.890 -4.141  -1.1589
48 C 4.435 1.875 -4.452  -1.1561
49 Se 1.860 2.285 -2.017  -0.6061
50 H 6.213 3.927 -2.057  0.2735
51 H 5.161 2.877 -1.115  0.2683
52 H 4.797 4.592 -1.255  0.2629
53 H 4.019 5.437 -4.743  0.2724
54 H 2.905 5.573 -3.389  0.2612
55 H 2.476 4.595 -4.790  0.2661
56 H 5.378 1.951 -4.988  0.2737
57 H 3.636 1.781 -5.187  0.2653
58 H 4.447 0.961 -3.862  0.2655
59 S -2.097 5.975 -0.217  0.5945
60 C -0.444 5.820 0.214  -0.4146
61 C 0.017 4.575 -0.075  -0.0295
62 N -0.927 3.747 -0.624  -0.6190
63 C -2.084 4.362 -0.761  -0.1028
64 H 0.101 6.636 0.647  0.2753
65 H 1.033 4.218 0.064  0.2585
66 H -2.955 3.884 -1.187  0.2544

Properties
LUMO level = -0.258 Ha
ΔE to the lowest compared entry with this formula, charge and spin = 40.4 kcal per mole
Charge = +2

=====

# 4
Formula: CH5PS2
Source: OMol25
Level of theory: ωB97M-V with the def2-TZVPD basis set

Each line ends with the natural charge from an NBO analysis.
Atoms and positions in Å:
1 C 1.201 0.959 -0.929  -0.7586
2 P -1.523 -1.813 0.632  0.2111
3 S 0.125 1.449 0.386  0.1308
4 S 0.281 -0.958 1.078  -0.2409
5 H 0.735 0.232 -1.486  0.2167
6 H 1.983 0.585 -0.282  0.2341
7 H 1.447 1.876 -1.541  0.2313
8 H -2.168 -1.698 1.909  -0.0281
9 H -2.080 -0.631 0.233  0.0036

Properties
LUMO level = -0.052 Ha
ΔE to the lowest compared entry with this formula, charge and spin = 56.6 kcal per mole
SMILES = CSSP

=====

# 5
Formula: C22H18FeN3O8S
Source: OMol25
Level of theory: ωB97M-V with the def2-TZVPD basis set

Each line ends with the natural charge from an NBO analysis.
Atoms and positions in Å:
1 Fe -0.019 -1.023 2.211  1.5701
2 O 0.362 -0.496 -0.076  -0.7733
3 C 0.252 -1.505 -1.058  0.0732
4 C 0.253 -2.822 -0.230  0.8021
5 O 0.499 -3.889 -0.772  -0.6821
6 O -0.062 -2.662 0.998  -0.8577
7 C 1.372 -1.422 -2.094  -0.0452
8 C 2.167 -0.283 -2.195  -0.2132
9 C 3.155 -0.181 -3.169  -0.2114
10 C 3.369 -1.217 -4.061  -0.2253
11 C 2.591 -2.362 -3.959  -0.2377
12 C 1.608 -2.467 -2.989  -0.1358
13 C -1.133 -1.410 -1.730  0.0639
14 C -1.584 -2.400 -2.600  -0.2360
15 C -2.838 -2.310 -3.184  -0.2015
16 C -3.668 -1.231 -2.907  -0.2312
17 C -3.232 -0.250 -2.031  -0.2107
18 C -1.976 -0.342 -1.444  -0.2252
19 H 0.631 0.371 -0.410  0.5227
20 H 2.060 0.556 -1.521  0.2274
21 H 3.756 0.718 -3.214  0.2087
22 H 4.136 -1.137 -4.821  0.2021
23 H 2.753 -3.193 -4.636  0.2022
24 H 1.051 -3.385 -2.894  0.2308
25 H -0.965 -3.264 -2.797  0.2287
26 H -3.170 -3.094 -3.853  0.2023
27 H -4.649 -1.164 -3.360  0.2025
28 H -3.870 0.591 -1.791  0.2062
29 H -1.660 0.418 -0.746  0.2237
30 N 1.559 -2.583 3.123  -0.6899
31 N 1.802 -2.216 4.444  -0.5280
32 C 0.988 -1.190 4.969  0.8740
33 O 1.039 -0.988 6.173  -0.7044
34 O 0.308 -0.537 4.093  -0.8640
35 H 1.018 -3.435 3.013  0.3689
36 H 2.406 -2.666 2.576  0.3689
37 H 2.104 -2.915 5.104  0.3676
38 O -1.571 0.530 2.314  -0.6946
39 C -0.790 1.474 2.092  0.6232
40 N 0.515 1.268 1.890  -0.9378
41 S 1.233 2.563 1.260  2.3220
42 O 1.334 2.398 -0.181  -0.9876
43 O 2.420 2.950 1.961  -0.9249
44 C -0.120 3.674 1.575  -0.3171
45 C -0.210 5.039 1.404  -0.1780
46 C -1.439 5.633 1.677  -0.2049
47 C -2.529 4.873 2.092  -0.2073
48 C -2.420 3.495 2.250  -0.1938
49 C -1.196 2.913 1.991  -0.0556
50 H 0.639 5.623 1.077  0.2275
51 H -1.547 6.704 1.567  0.2105
52 H -3.472 5.363 2.298  0.2109
53 H -3.255 2.885 2.569  0.2341

Properties
LUMO level (alpha / beta) = 0.095 / 0.095 Ha
2S+1 = 5
ΔE to the lowest compared entry with this formula, charge and spin = 0.0 kcal per mole
Charge = -1

=====

# 6
Formula: C4H9NO2
Source: OMol25
Level of theory: ωB97M-V with the def2-TZVPD basis set

Each line ends with the natural charge from an NBO analysis.
Atoms and positions in Å:
1 O -1.759 0.452 -2.015  -0.4009
2 C -1.129 0.294 -1.064  0.6493
3 C -0.051 -0.743 -0.731  -0.1345
4 C 1.101 -0.153 0.066  -0.0214
5 C 0.582 0.653 1.257  -0.6721
6 O 1.600 1.189 -0.944  -0.7300
7 N -0.963 -1.497 -0.001  -0.8938
8 H -1.528 0.740 0.103  -0.0369
9 H 0.285 -1.222 -1.655  0.2301
10 H 1.832 -0.882 0.469  0.2433
11 H -0.280 0.019 1.508  0.2527
12 H 0.351 1.689 1.026  0.2385
13 H 1.162 0.623 2.186  0.2266
14 H 2.081 0.420 -0.582  0.4235
15 H -1.010 -2.504 -0.040  0.3701
16 H -2.275 0.921 0.416  0.2555

Properties
LUMO level = -0.055 Ha
ΔE to the lowest compared entry with this formula, charge and spin = 238.1 kcal per mole

=====

# 7
Formula: C2H5Cl2NO3S
Source: OMol25
Level of theory: ωB97M-V with the def2-TZVPD basis set

Each line ends with the natural charge from an NBO analysis.
Atoms and positions in Å:
1 C 0.367 0.624 0.696  -0.1062
2 C -0.177 2.022 0.898  -0.2138
3 H -1.562 -1.972 -1.261  0.4117
4 H -0.660 -2.936 -0.599  0.3972
5 H 1.514 0.745 1.365  0.2122
6 H -0.253 -0.024 1.360  0.2180
7 H -0.345 2.274 1.879  0.2250
8 N -0.779 -1.979 -0.443  -1.0602
9 O 0.587 -1.341 -2.464  -0.8979
10 O 1.681 -1.768 -0.219  -0.9011
11 O 0.265 0.290 -0.616  -0.6777
12 S 0.568 -1.255 -1.006  2.4470
13 Cl -1.928 2.098 0.388  -0.0752
14 Cl 0.724 3.221 0.022  0.0209

Properties
LUMO level = 0.010 Ha
ΔE to the lowest compared entry with this formula, charge and spin = 40.8 kcal per mole
SMILES = NS(=O)(=O)OCC(Cl)Cl

=====

# 8
Formula: C18H25BeCl2F6N8O4S2
Source: OMol25
Level of theory: ωB97M-V with the def2-TZVPD basis set

Each line ends with the natural charge from an NBO analysis.
Atoms and positions in Å:
1 Be 19.032 14.584 -19.339  1.6968
2 C 22.449 12.468 -18.264  0.7791
3 F 21.633 11.589 -18.848  -0.3130
4 F 23.374 11.756 -17.647  -0.2729
5 F 23.008 13.314 -19.111  -0.2902
6 S 21.452 13.569 -17.039  2.1384
7 O 21.673 13.084 -15.720  -0.8340
8 O 21.866 14.919 -17.313  -0.9090
9 N 19.814 13.478 -17.593  -1.3559
10 S 18.937 12.835 -16.467  2.2022
11 O 19.145 13.295 -15.141  -0.8363
12 O 17.601 12.930 -17.015  -0.9553
13 C 19.197 10.941 -16.575  0.7699
14 F 18.922 10.512 -17.816  -0.3159
15 F 20.457 10.594 -16.337  -0.3087
16 F 18.425 10.314 -15.721  -0.2728
17 C 19.144 14.234 -12.263  -0.7307
18 C 19.786 15.387 -12.874  0.3234
19 N 20.373 16.283 -13.288  -0.3902
20 H 18.690 14.567 -11.330  0.2615
21 H 19.951 13.539 -12.037  0.2542
22 H 18.386 13.847 -12.938  0.2755
23 C 15.044 11.350 -18.344  -0.7256
24 C 14.601 10.432 -19.378  0.2710
25 N 14.191 9.710 -20.169  -0.3133
26 H 14.876 10.917 -17.361  0.2715
27 H 14.416 12.243 -18.403  0.2561
28 H 16.041 11.746 -18.520  0.2389
29 C 21.458 17.937 -16.934  -0.7045
30 C 22.141 18.712 -17.956  0.2645
31 N 22.684 19.430 -18.668  -0.3037
32 H 20.643 17.372 -17.395  0.2060
33 H 20.917 18.595 -16.254  0.2718
34 H 22.133 17.258 -16.423  0.2675
35 C 23.845 15.847 -14.507  -0.7323
36 C 25.096 16.621 -14.494  0.2770
37 N 26.097 17.175 -14.510  -0.3172
38 H 23.961 14.989 -13.843  0.2577
39 H 23.681 15.409 -15.489  0.2383
40 H 23.036 16.467 -14.125  0.2703
41 C 18.247 7.499 -17.725  -0.7275
42 C 17.394 7.812 -16.577  0.3017
43 N 16.691 8.036 -15.699  -0.3508
44 H 18.081 8.177 -18.556  0.2541
45 H 18.049 6.451 -17.952  0.2711
46 H 19.302 7.505 -17.450  0.2510
47 C 16.297 10.432 -13.203  -0.7485
48 C 16.021 11.855 -13.398  0.3031
49 N 15.803 12.968 -13.567  -0.3569
50 H 17.131 10.080 -13.808  0.2632
51 H 15.559 9.718 -13.576  0.2794
52 H 16.380 10.212 -12.141  0.2610
53 C 22.485 12.057 -22.069  -0.7658
54 C 21.338 12.788 -21.555  0.5093
55 N 20.495 13.411 -21.095  -0.5507
56 H 22.297 11.358 -22.883  0.2989
57 H 23.043 11.481 -21.333  0.2905
58 H 23.191 12.783 -22.480  0.2955
59 Cl 20.714 10.811 -12.674  -0.0614
60 C 22.386 11.109 -13.177  -0.3943
61 C 23.024 12.209 -12.376  -0.3873
62 Cl 24.695 12.423 -12.952  -0.0462
63 H 22.377 11.331 -14.244  0.2201
64 H 22.918 10.159 -13.163  0.2290
65 H 23.076 11.930 -11.326  0.2313
66 H 22.490 13.152 -12.476  0.2199

Properties
LUMO level = -0.353 Ha
Charge = +1